1.
{
  "formula": "H2N2P2S2",
  "method": "ωB97M-V/def2-TZVPD",
  "charge": 0,
  "smiles": "[H]/N=P(=S)/P(=S)=N/[H]",
  "multiplicity": 1,
  "homo_ev": -9.456,
  "symbols": ["H", "N", "P", "S", "P", "S", "N", "H"],
  "xyz": [[2.19826, 0.77680, 1.92811], [1.23503, 0.63398, 1.64195], [1.06315, -0.13447, 0.29098], [2.13152, -0.29810, -1.37788], [-1.19832, -0.43132, -0.04524], [-2.75952, -0.83257, 1.06691], [-0.93309, 0.14009, -1.43087], [-1.73703, 0.14558, -2.07398]],
  "forces_ev_per_a": [[0.1, 0.4, -0.1], [-0.2, -1.4, -0.8], [0.6, 0.9, -0.8], [-0.9, -0.2, 2.3], [-0.2, 0.0, 1.9], [1.8, 0.2, -1.0], [-1.5, -0.2, -1.7], [0.3, 0.4, 0.2]]
}

***

2.
{
  "formula": "H2N2S",
  "method": "ωB97M-V/def2-TZVPD",
  "charge": 0,
  "multiplicity": 1,
  "homo_ev": -9.019,
  "symbols": ["N", "N", "S", "H", "H"],
  "xyz": [[0.61284, -0.30876, -0.11808], [-0.74707, -0.25129, 0.10713], [0.15743, 1.24222, 0.46697], [0.74796, 0.10452, -1.41338], [-0.77117, -0.78670, 0.95736]],
  "forces_ev_per_a": [[2.7, 1.1, -6.4], [-0.7, 0.6, -0.1], [-0.9, 0.6, 1.2], [-0.4, -2.2, 4.5], [-0.7, -0.1, 0.9]]
}

***

Result set for LUMO: -0.0525, 0.0075 Eh, one per record in the order listed.